a.
{"formula": "C5H12N2", "method": "ωB97M-V with the def2-TZVPD basis set", "orbital_gap_ev": 8.7, "charge": 0, "e_lumo_ev": 1.19, "homo_ev": -7.51, "smiles": "N/C=C/CCCN", "elements": ["N", "C", "C", "C", "C", "C", "N", "H", "H", "H", "H", "H", "H", "H", "H", "H", "H", "H", "H"], "coordinates": [[-0.81929, -2.93461, 1.28682], [-0.84319, -1.80652, 0.46959], [0.33973, -1.24520, 0.01501], [0.00956, -0.21215, -1.08826], [-0.66894, 1.18267, -0.65679], [0.30338, 2.03519, 0.17281], [1.66160, 1.65136, 0.17035], [-0.01303, -3.25793, 1.80349], [-1.43941, -3.68611, 0.99077], [-1.79779, -1.43031, 0.03885], [1.33455, -1.07016, 0.48060], [-0.91476, -0.75343, -1.57203], [0.98837, -0.09471, -1.58667], [-0.94487, 1.86876, -1.51492], [-1.69428, 1.05449, -0.15637], [0.12440, 1.84501, 1.26982], [0.19706, 3.11965, 0.06625], [1.91632, 1.44160, -0.79908], [2.26060, 2.29241, 0.60975]]}

b.
{"formula": "C5H12N2", "method": "ωB97M-V with the def2-TZVPD basis set", "orbital_gap_ev": 9.9, "charge": 0, "e_lumo_ev": 1.07, "homo_ev": -8.84, "smiles": "NC[C@@H]1CCCN1", "elements": ["N", "C", "C", "C", "C", "C", "N", "H", "H", "H", "H", "H", "H", "H", "H", "H", "H", "H", "H"], "coordinates": [[2.97915, -0.05014, -0.12883], [1.65130, 0.29854, 0.64635], [0.31265, -0.36120, 0.21655], [-0.29084, 0.17398, -1.09282], [-1.86702, -0.04674, -0.96859], [-1.97562, 0.35270, 0.53191], [-0.85529, -0.14772, 1.30007], [3.67508, -0.50390, 0.44949], [2.89108, -0.49567, -1.04938], [1.52005, 1.42268, 0.71475], [1.85248, -0.03992, 1.67496], [0.57165, -1.41803, 0.24964], [0.20175, -0.36217, -1.92198], [-0.07003, 1.26853, -1.19475], [-2.41629, 0.67891, -1.53570], [-2.40200, -1.01581, -1.07043], [-2.89099, -0.06050, 1.01205], [-1.96736, 1.42352, 0.51508], [-0.91976, -1.11708, 1.65165]]}

Most stable to least stable, the ends of the list are b and a.

a.
{"formula": "C3H6NOP", "method": "ωB97M-V with the def2-TZVPD basis set", "orbital_gap_ev": 10.0, "charge": 0, "e_lumo_ev": 0.75, "homo_ev": -9.22, "elements": ["C", "C", "C", "N", "O", "P", "H", "H", "H", "H", "H", "H"], "coordinates": [[1.21803, 0.23822, -0.23559], [-0.55890, -1.18544, -0.14242], [-1.02376, -0.09155, 0.90397], [0.69881, -0.78221, -0.63838], [-0.10431, 0.95701, 0.93523], [2.50545, 1.47381, -0.39591], [-0.57994, -2.21487, 0.37982], [-1.21231, -1.33395, -0.99286], [-2.06262, 0.13983, 0.42127], [-1.10552, -0.77118, 1.78894], [1.39805, 2.45587, -0.51702], [2.70019, 1.21278, -1.79091]]}

b.
{"formula": "C3H6NOP", "method": "ωB97M-V with the def2-TZVPD basis set", "orbital_gap_ev": 9.7, "charge": 0, "e_lumo_ev": 0.26, "homo_ev": -9.49, "smiles": "O=PNC1CC1", "elements": ["O", "P", "N", "C", "C", "C", "H", "H", "H", "H", "H", "H"], "coordinates": [[3.61735, -0.96016, 0.23677], [2.24719, -1.53329, 0.47942], [1.05998, -0.41186, -0.03892], [-0.35786, -0.53410, 0.00540], [-1.05990, 0.64779, 0.61848], [-1.13794, 0.41889, -0.88761], [1.45549, 0.51236, -0.08084], [-0.62514, -1.60417, 0.32365], [-0.55313, 1.59818, 0.97906], [-1.99388, 0.57101, 1.14138], [-2.02537, 0.02713, -1.29399], [-0.62680, 1.26821, -1.48280]]}

Most stable to least stable, the ends of the list are b and a.

a.
{"formula": "C3H6NOP", "method": "ωB97M-V with the def2-TZVPD basis set", "orbital_gap_ev": 10.0, "charge": 0, "e_lumo_ev": 0.54, "homo_ev": -9.47, "smiles": "C=C=N[P@H](C)=O", "elements": ["C", "C", "N", "P", "C", "O", "H", "H", "H", "H", "H", "H"], "coordinates": [[2.82104, 0.04765, -0.10149], [1.60160, 0.02179, 0.19782], [0.40692, -0.33530, 0.39503], [-0.93126, 0.58551, 0.19919], [-2.06774, -0.70050, -0.12790], [-0.69289, 1.69688, -0.75693], [3.72434, 0.46355, 0.43310], [2.91725, 0.09847, -1.16062], [-1.16591, 1.11955, 1.54523], [-2.14669, -1.46606, 0.73900], [-1.38564, -1.16443, -0.87555], [-3.08102, -0.36711, -0.48688]]}

b.
{"formula": "C3H6NOP", "method": "ωB97M-V with the def2-TZVPD basis set", "orbital_gap_ev": 10.6, "charge": 0, "e_lumo_ev": 0.98, "homo_ev": -9.60, "smiles": "P[C@@H]1N=CCO1", "elements": ["P", "C", "N", "C", "C", "O", "H", "H", "H", "H", "H", "H"], "coordinates": [[0.02820, 0.89748, -1.83316], [-0.46308, 0.78824, -0.04502], [0.83742, 0.64158, 0.75366], [0.96197, -0.59816, 0.95278], [-0.28242, -1.41517, 0.59925], [-1.18211, -0.43368, 0.03499], [0.78494, 1.96539, -1.55060], [-1.02486, 1.69880, -2.16930], [-1.00012, 1.59684, 0.42014], [1.81549, -1.07146, 1.65361], [0.08447, -2.09544, -0.24081], [-0.55990, -1.97440, 1.42446]]}

c.
{"formula": "C3H6NOP", "method": "ωB97M-V with the def2-TZVPD basis set", "orbital_gap_ev": [6.1, 7.7], "charge": 0, "e_lumo_ev": [-1.55, -1.09], "homo_ev": [-7.63, -8.78], "elements": ["C", "C", "C", "N", "O", "P", "H", "H", "H", "H", "H", "H"], "coordinates": [[0.44762, 0.40282, -0.46434], [0.75834, -0.96527, 0.01307], [-0.54147, 1.18696, 0.25869], [-0.29623, -1.91474, -0.14413], [-1.50760, -1.26733, -0.01923], [-2.36099, 0.72983, 0.17689], [1.49940, 0.76094, -0.38086], [0.18471, 0.24327, -1.53792], [1.67786, -1.40441, -0.35734], [0.83899, -1.16808, 1.06505], [-0.17837, 1.15412, 1.33349], [-0.52226, 2.24189, 0.05661]]}

Most stable to least stable, the ends of the list are a and c.

a.
{"formula": "H4NOPS2", "method": "ωB97M-V with the def2-TZVPD basis set", "orbital_gap_ev": 8.5, "charge": 0, "e_lumo_ev": -0.53, "homo_ev": -9.00, "elements": ["N", "O", "P", "S", "S", "H", "H", "H", "H"], "coordinates": [[1.38677, -0.65639, 0.61628], [-0.57261, 0.02823, -1.65544], [-0.69213, 0.17154, -0.08946], [-2.08829, -1.04270, 0.59399], [-0.73108, 2.19301, 0.40032], [1.20708, -0.53564, 1.65497], [1.08862, -1.61995, 0.40623], [-0.02040, -0.74347, -1.70913], [0.42204, 2.20538, -0.21777]]}

b.
{"formula": "H4NOPS2", "method": "ωB97M-V with the def2-TZVPD basis set", "orbital_gap_ev": 9.4, "charge": 0, "e_lumo_ev": 0.17, "homo_ev": -9.27, "elements": ["N", "O", "P", "S", "S", "H", "H", "H", "H"], "coordinates": [[-0.71238, 1.01410, 0.69107], [-0.09204, 0.46217, -1.69769], [0.26008, -0.03966, -0.19109], [2.19709, -0.09362, 0.17683], [-0.89789, -1.75929, 0.16674], [-1.52469, 0.47544, 1.11455], [-0.27308, 1.52422, 1.38435], [0.96204, 0.86481, -2.22742], [0.08088, -2.44818, 0.58266]]}

Most stable to least stable, the ends of the list are b and a.